C6H12N | ωB97M-V/def2-TZVPD

Output
Total charge: +1
ΔE to the lowest compared entry with this formula, charge and spin: 4.377 eV
Spin multiplicity: 1
HOMO: -14.3 eV
Energy: -290.16107 Eh

Geometry (Å):
C 1.866 -0.572 -0.878
C 2.775 -0.077 -0.066
C -1.403 0.962 -0.700
C -1.592 -0.463 -0.243
C 3.555 0.666 0.629
C -2.752 -0.735 0.742
N -0.437 0.331 0.251
H 1.672 -1.682 -0.748
H 1.797 -0.160 -1.922
H -1.259 1.108 -1.763
H -1.857 1.770 -0.084
H -1.163 -1.300 -0.939
H 4.706 0.615 0.557
H 0.589 0.019 -0.330
H 3.075 1.449 1.355
H -2.632 -0.350 1.834
H -2.782 -1.815 0.874
H -3.714 -0.328 0.195
H -0.444 0.563 1.236



C11H15N | ωB97M-V/def2-TZVPD

Output
Total charge: +1
ΔE to the lowest compared entry with this formula, charge and spin: 0.224 eV
Spin multiplicity: 2
HOMO (spin up / spin down): -13.0 / -13.7 eV
Energy: -482.62823 Eh

Geometry (Å):
C 0.297 3.569 1.068
C -1.106 4.016 0.602
H 0.354 2.500 0.911
H 1.082 4.113 0.539
H 0.446 3.807 2.109
H -1.341 5.032 0.911
H -1.866 3.343 0.988
H -1.122 3.922 -0.483
C 0.374 -4.134 0.660
C -0.618 -0.817 -0.692
C 0.385 -1.662 -0.135
C -0.238 -2.869 0.173
C -1.604 -2.725 -0.182
C -0.300 0.387 -1.234
C 1.040 0.852 -1.166
C 1.716 -1.190 -0.091
C 2.023 0.066 -0.569
N -1.843 -1.496 -0.607
H -2.604 -1.269 -1.234
H -0.977 1.020 -1.801
H -2.388 -3.471 -0.148
H 1.182 1.845 -1.552
H 2.513 -1.905 0.084
H 1.223 -4.385 0.022
H -0.379 -4.913 0.641
H 3.044 0.407 -0.507
H 0.708 -4.042 1.693



C12H36BrCuN6O2P2 | ωB97M-V/def2-TZVPD

Output
Total charge: +1
Spin multiplicity: 2
HOMO (spin up / spin down): -10.2 / -10.2 eV
Energy: -5854.76106 Eh

Geometry (Å):
Cu 1.298 2.277 -3.272
Br -0.436 1.252 -1.474
O 3.296 1.252 -2.269
P 4.098 0.576 -1.190
N 3.227 0.452 0.351
C 2.773 1.759 0.761
C 2.162 -0.503 0.491
N 5.405 1.613 -0.706
C 6.012 2.243 -1.894
C 6.202 1.337 0.438
N 4.893 -0.878 -1.518
C 5.470 -1.200 -2.872
C 5.274 -1.872 -0.538
H 2.393 2.357 -0.067
H 3.572 2.323 1.243
H 2.177 1.679 1.670
H 2.070 -0.830 1.527
H 2.348 -1.403 -0.094
H 1.140 -0.183 0.285
H 5.253 2.901 -2.318
H 6.821 2.917 -1.613
H 6.369 1.507 -2.615
H 5.530 1.071 1.254
H 6.852 0.543 0.072
H 6.758 2.216 0.764
H 6.228 -0.454 -3.110
H 5.729 -2.258 -2.903
H 4.742 -1.241 -3.683
H 5.476 -1.354 0.400
H 6.135 -2.494 -0.784
H 4.404 -2.526 -0.477
O -6.778 0.076 0.475
P -5.379 -0.247 0.782
N -4.881 -1.390 -0.361
C -5.507 -2.682 -0.461
C -4.240 -1.079 -1.596
N -5.146 -0.919 2.368
C -4.132 -1.963 2.663
C -5.825 -0.364 3.573
N -4.208 1.037 0.668
C -2.740 0.938 0.915
C -4.664 2.354 0.083
H -4.766 -3.480 -0.502
H -6.002 -2.923 -1.401
H -6.291 -2.777 0.291
H -5.031 -0.929 -2.331
H -3.599 -1.872 -1.982
H -3.587 -0.222 -1.438
H -3.364 -1.572 3.329
H -4.531 -2.831 3.187
H -3.695 -2.377 1.754
H -5.336 0.550 3.912
H -6.762 0.042 3.193
H -5.754 -1.005 4.452
H -2.364 0.094 0.336
H -2.124 1.741 0.510
H -2.582 0.759 1.978
H -3.735 2.908 -0.048
H -5.444 2.871 0.643
H -5.202 2.184 -0.850



C3H5N6O2 | ωB97M-V/def2-TZVPD

Output
Total charge: -1
ΔE to the lowest compared entry with this formula, charge and spin: 0.000 eV
Spin multiplicity: 1
HOMO: -5.2 eV
Energy: -596.23787 Eh

Geometry (Å):
C -2.625 -0.065 0.137
C 0.254 -0.551 -0.796
C -0.139 0.317 0.377
N -4.110 -1.451 0.490
N -3.168 -0.778 1.131
N -3.096 -0.366 -1.057
N -4.065 -1.171 -0.751
N -1.513 0.807 0.322
N -1.768 2.156 0.258
O -2.938 2.438 0.201
O -0.843 2.920 0.322
H 0.306 0.104 -1.656
H 1.202 -0.834 -0.567
H -0.427 -1.358 -1.036
H -0.240 -0.393 1.294
H 0.341 1.268 0.395



C3H6N2O | ωB97M-V/def2-TZVPD

Output
ΔE to the lowest compared entry with this formula, charge and spin: 5.123 eV
Spin multiplicity: 1
HOMO: -10.0 eV
Energy: -302.50485 Eh

Geometry (Å):
C 1.191 -0.266 -0.103
C -0.332 -0.341 -0.298
C -0.215 1.253 -0.014
O -0.969 -1.020 -1.329
N 0.624 0.573 1.104
N -0.510 -0.747 1.100
H -1.237 -1.875 -0.953
H -1.295 -0.281 1.554
H 1.704 -1.187 0.190
H 1.808 0.294 -0.814
H -1.097 1.786 0.347
H 0.328 1.812 -0.782



C4H4N2O | ωB97M-V/def2-TZVPD

Output
Structure (SMILES): N=C=C/C=C\N=O
ΔE to the lowest compared entry with this formula, charge and spin: 4.344 eV
Spin multiplicity: 1
HOMO (spin up / spin down): -8.7 / -8.7 eV
Energy: -339.42201 Eh

Geometry (Å):
N -1.345 -1.548 -1.355
C -1.008 -0.436 -0.994
C -0.592 0.807 -0.771
C 0.445 1.183 0.174
C 1.034 0.367 1.065
N 0.548 -0.972 1.105
O 1.395 -1.837 1.097
H -2.041 -2.026 -0.785
H -1.097 1.585 -1.333
H 0.791 2.211 0.102
H 1.870 0.665 1.695